Record 1
C29H22ClCoN5OS3 | ωB97M-V with the def2-TZVPD basis set

Calculated values
Charge = -1
E_HOMO = -3.7 eV
Energy above the lowest of the compared OMol25 structures with the same formula, charge and spin = 69.74 kJ/mol
E_tot = -122580.89127 eV
LUMO level = 0.0773 hartree
Gap between HOMO and LUMO = 5.818 eV

The geometry in XYZ format:
```
62
C29H22ClCoN5OS3 | OMol25 | ωB97M-V with the def2-TZVPD basis set
Co 0.19090 0.07948 -0.06183
S 0.16867 0.07227 2.31543
C 1.84727 -0.00090 2.79275
C 2.14389 0.04870 4.16319
C 3.44806 0.04090 4.62500
C 4.49762 0.00206 3.71123
C 4.21528 -0.06481 2.35778
C 2.89611 -0.09629 1.87938
S 2.64437 -0.29143 0.15980
H 1.31372 0.10855 4.85852
H 3.65375 0.07432 5.68888
H 5.52456 0.02165 4.05790
H 5.01449 -0.09500 1.62540
N 0.11875 0.63102 -3.00420
C 0.26550 0.03822 -2.02443
H -0.23841 1.39060 -3.55758
O 0.63586 1.88744 -0.18411
N 0.34927 2.88520 0.55120
C 0.00961 3.94902 -0.12620
C -0.05252 3.97526 -1.56471
N -0.08087 3.97116 -2.71557
C -0.26585 5.16461 0.58750
N -0.49008 6.16326 1.11211
N -0.03374 -1.93000 0.13752
S 1.07241 -3.00752 -0.16167
C 0.68830 -4.37248 0.92883
C -0.45357 -5.14810 0.78107
C -0.75616 -6.09862 1.74260
C 0.07503 -6.26838 2.84430
C 1.21754 -5.49357 2.97987
C 1.52456 -4.53538 2.02351
C 0.65895 -3.82673 -1.72496
C -0.34252 -3.29598 -2.51643
C -0.61156 -3.87136 -3.75398
C 0.13191 -4.95706 -4.19228
C 1.15575 -5.46661 -3.39911
C 1.42565 -4.90004 -2.16362
H -0.94171 -2.33805 0.33396
H -1.09819 -5.01049 -0.07958
H -1.64168 -6.71243 1.63475
H -0.17392 -7.00182 3.60049
H 1.87058 -5.63508 3.83132
H 2.40137 -3.90485 2.12229
H -0.89333 -2.42778 -2.17327
H -1.39766 -3.45935 -4.37490
H -0.07818 -5.40544 -5.15498
H 1.75055 -6.30194 -3.74726
H 2.22434 -5.28804 -1.54052
Cl -4.21716 0.72596 -5.52760
C -3.57139 0.63442 -3.90620
C -3.51566 -0.58763 -3.25847
C -2.98543 -0.65777 -1.97907
C -2.49986 0.47466 -1.31273
C -1.84017 0.37687 -0.00262
C -2.60736 1.69471 -1.98901
C -3.12381 1.78340 -3.27292
H -3.87934 -1.47741 -3.75769
H -2.94732 -1.61725 -1.47236
H -2.17957 -0.48173 0.57753
H -1.91324 1.29398 0.57918
H -2.26037 2.59692 -1.50119
H -3.17020 2.73930 -3.77861
```



Record 2
C4H6N2O2 | ωB97M-V with the def2-TZVPD basis set

Calculated values
E_HOMO = -9.4 eV
Energy above the lowest of the compared OMol25 structures with the same formula, charge and spin = 581.09 kJ/mol
E_tot = -11315.01928 eV
LUMO level = 0.0285 hartree
Gap between HOMO and LUMO = 10.151 eV
SMILES = O[C@H]1[C@H]2N=CN(O)[C@@H]12

The geometry in XYZ format:
```
14
C4H6N2O2 | OMol25 | ωB97M-V with the def2-TZVPD basis set
C -0.54073 0.75010 0.97347
C -0.13969 -0.59934 1.18982
C 0.18659 -1.18368 -0.79974
C 0.94035 0.21846 0.72841
H -2.06521 0.41751 -0.12428
H -0.92324 1.36157 1.67569
H -0.07415 -1.09431 2.17117
H 0.29047 -1.66210 -1.81060
H -0.10565 1.29846 -0.87173
H 1.60934 0.77347 1.23744
N -0.45937 -1.63182 0.22661
N 1.12905 -0.16485 -0.59573
O -1.46740 1.05624 -0.18752
O 0.70510 0.98986 -1.34318
```



Record 3
C34H43Cl2N8OSSeZn | ωB97M-V with the def2-TZVPD basis set

Calculated values
Charge = +1
E_HOMO = -10.1 eV
Energy above the lowest of the compared OMol25 structures with the same formula, charge and spin = 0.00 kJ/mol
E_tot = -199567.13096 eV
LUMO level = -0.0964 hartree
Gap between HOMO and LUMO = 7.456 eV

The geometry in XYZ format:
```
91
C34H43Cl2N8OSSeZn | OMol25 | ωB97M-V with the def2-TZVPD basis set
Zn -0.79857 0.27329 1.45155
N -5.12572 0.84190 1.49450
C -3.83282 0.49466 1.38171
S -2.67719 1.50747 2.18283
N -3.61335 -0.57871 0.63474
N -2.31319 -0.91977 0.53914
C -1.97930 -1.90376 -0.22221
C -2.93530 -2.71895 -1.00858
C -4.01991 -3.34096 -0.39419
C -4.89991 -4.10350 -1.14453
C -4.72180 -4.23369 -2.51568
C -3.65119 -3.60703 -3.13595
C -2.75647 -2.86059 -2.38352
C -0.52028 -2.19443 -0.27477
C 0.00718 -3.31802 -0.90272
C 1.37892 -3.51017 -0.89158
C 2.19186 -2.58949 -0.24982
C 1.58889 -1.50778 0.36805
N 0.27372 -1.31716 0.35285
H -5.38690 1.66702 2.00105
H -5.81841 0.30108 1.00478
H -4.17102 -3.22218 0.66919
H -5.73335 -4.59359 -0.65891
H -5.41751 -4.82247 -3.09884
H -3.50946 -3.70206 -4.20486
H -1.91863 -2.37469 -2.86956
H -0.64882 -4.03069 -1.37859
H 1.80673 -4.37889 -1.37481
H 3.26597 -2.70690 -0.21321
H 2.17024 -0.75618 0.89018
C 3.92727 3.54706 -0.97149
C 3.29378 3.13005 -2.29384
C 3.54956 1.66659 -2.64581
C 2.77862 0.67429 -1.78152
N 1.34970 0.66690 -2.08857
C 0.35602 1.22292 -1.36412
Se 0.55623 2.09849 0.27235
N -0.80883 1.01050 -2.00803
C -2.13723 1.50912 -1.63546
C -2.56142 2.69706 -2.49248
C -1.78608 3.97891 -2.19668
C -2.18155 4.61720 -0.87022
C -0.56258 0.28442 -3.16765
C -1.41501 -0.19429 -4.15406
C -0.83408 -0.91268 -5.18407
C 0.54605 -1.14675 -5.22721
C 1.39364 -0.66182 -4.24699
C 0.80822 0.06406 -3.21805
H 3.75332 4.60392 -0.76885
H 5.00785 3.38227 -0.99264
H 3.50201 2.98766 -0.13592
H 3.69095 3.75419 -3.09647
H 2.21610 3.32328 -2.26756
H 4.61440 1.44403 -2.53166
H 3.30490 1.48441 -3.69569
H 2.87578 0.90102 -0.72118
H 3.14214 -0.34266 -1.93751
H -2.10322 1.77683 -0.57907
H -2.82949 0.67222 -1.74063
H -3.62642 2.86532 -2.30824
H -2.46816 2.42909 -3.54827
H -1.96006 4.68770 -3.00884
H -0.71055 3.77022 -2.20667
H -3.23358 4.91051 -0.88419
H -1.58902 5.51117 -0.67436
H -2.03238 3.93741 -0.02976
H -2.48176 -0.01973 -4.11909
H -1.45947 -1.30149 -5.97630
H 0.95849 -1.71547 -6.04939
H 2.45990 -0.83826 -4.28677
Cl 5.38909 0.15967 0.66883
C 5.00160 1.28942 1.97443
Cl 3.52016 0.82396 2.82985
H 4.84414 2.26959 1.54088
H 5.82097 1.28685 2.68211
N 0.11867 -0.29269 3.20638
C 0.62962 -0.38116 4.23935
N 1.20915 -0.48080 5.39906
C 2.42481 -1.28506 5.59416
C 2.23849 -2.13543 6.83829
O 1.89695 -1.32577 7.94590
C 0.65543 -0.67543 7.75049
C 0.73031 0.27448 6.56847
H 3.27435 -0.60969 5.72056
H 2.58885 -1.89986 4.71060
H 3.16744 -2.64433 7.08844
H 1.45778 -2.88668 6.66443
H 0.43665 -0.12373 8.66257
H -0.13673 -1.41633 7.58552
H 1.43755 1.08093 6.77585
H -0.24372 0.70265 6.33859
```



Record 4
H20O10 | ωB97M-V with the def2-TZVPD basis set

Calculated values
E_HOMO = -10.3 eV
Energy above the lowest of the compared OMol25 structures with the same formula, charge and spin = 510.75 kJ/mol
E_tot = -20797.31905 eV
LUMO level = -0.0011 hartree
Gap between HOMO and LUMO = 10.299 eV
SMILES = O.O.O.O.O.O.O.O.O.O

The geometry in XYZ format:
```
30
H20O10 | OMol25 | ωB97M-V with the def2-TZVPD basis set
O -2.52860 1.96883 0.58870
H -1.82560 1.50983 1.27470
H -3.16360 2.22383 1.20670
O 1.29840 -2.96317 -0.40130
H 1.15940 -2.29017 -1.04730
H 2.03340 -2.81817 0.00670
O 0.75640 -1.57717 2.46670
H 1.40540 -1.81217 2.98170
H 1.24340 -1.38417 1.69170
O 1.02140 -0.95317 -2.41430
H 1.89540 -1.16417 -2.91130
H 0.55740 -1.70017 -2.77330
O 1.98340 1.61183 1.68670
H 2.25240 0.82383 2.10470
H 1.18340 1.49083 0.96770
O -0.97060 1.97183 -2.22330
H -0.88660 1.26783 -1.53930
H -1.53760 2.55183 -1.66030
O 0.18540 0.49283 -0.16930
H -0.62460 -0.06017 -0.08430
H 0.58940 0.09783 -0.94430
O -2.28260 -2.13617 -0.43130
H -3.20760 -1.65217 -0.50930
H -2.38060 -2.55717 0.29270
O -1.16760 0.55683 2.51670
H -0.40060 0.04883 2.65870
H -1.93160 -0.19217 2.51270
O 2.07840 1.97383 -1.81330
H 1.19040 1.69783 -1.93830
H 2.07440 2.97183 -2.09630
```



Record 5
C4H8NS2 | ωB97M-V with the def2-TZVPD basis set

Calculated values
Charge = +1
E_HOMO (alpha / beta) = -13.3 / -12.8 eV
Energy above the lowest of the compared OMol25 structures with the same formula, charge and spin = 410.33 kJ/mol
E_tot = -27426.77659 eV
LUMO level (alpha / beta) = -0.1873 / -0.2404 hartree
Gap between HOMO and LUMO (alpha / beta) = 8.250 / 6.223 eV

The geometry in XYZ format:
```
15
C4H8NS2 | OMol25 | ωB97M-V with the def2-TZVPD basis set
C -0.55978 0.13430 -1.28954
C -1.81948 0.45123 -0.99436
C -0.04558 -1.34164 0.69281
C 0.70339 1.07128 0.58936
N 0.35029 -0.18422 -0.15392
S -2.62881 0.37175 0.51943
S -0.55964 -2.70823 -0.23381
H -0.13411 -0.07008 -2.22920
H -2.52992 0.87694 -1.83628
H -0.38856 -0.79750 1.60855
H 1.20032 1.89582 -0.07190
H -0.28308 1.48006 0.88293
H 1.25993 0.90989 1.56252
H 1.21127 -0.65377 -0.63167
H -1.16459 -3.20042 0.80620
```



Record 6
C2H4N2S3 | ωB97M-V with the def2-TZVPD basis set

Calculated values
E_HOMO (alpha / beta) = -6.8 / -6.8 eV
Energy above the lowest of the compared OMol25 structures with the same formula, charge and spin = 553.97 kJ/mol
E_tot = -37618.68253 eV
LUMO level (alpha / beta) = 0.0095 / 0.0095 hartree
Gap between HOMO and LUMO (alpha / beta) = 7.081 / 7.078 eV

The geometry in XYZ format:
```
11
C2H4N2S3 | OMol25 | ωB97M-V with the def2-TZVPD basis set
C -0.02588 1.39822 0.90384
C -1.09165 0.09851 -0.16695
N -0.11311 -0.64741 -0.63764
N 1.21615 -0.24614 -0.59668
S 1.25120 1.48053 -0.18475
S -2.63772 -0.57997 0.09298
S 2.17205 -1.37364 0.39802
H -0.51326 2.34454 1.08351
H -0.21217 -1.63839 -0.84224
H -3.20959 0.56991 0.44375
H 3.16398 -1.40617 -0.49384
```